(1)
DFT (ωB97M-V/def2-TZVPD) results for one molecule with the formula C6H10.

Geometry as XYZ:
```
16
C6H10 | OMol25 | ωB97M-V/def2-TZVPD
C -1.833 -0.080 0.848
C -1.846 0.313 -0.624
C -0.520 0.187 -1.328
C 0.695 -0.168 -0.751
C 1.500 -0.796 0.048
C 2.721 -0.380 0.785
H -1.359 -1.056 0.990
H -2.856 -0.135 1.236
H -1.281 0.650 1.449
H -2.259 1.322 -0.756
H -2.528 -0.351 -1.179
H -0.525 0.405 -2.396
H 0.937 0.862 -1.273
H 3.288 -1.237 1.166
H 3.396 0.203 0.143
H 2.471 0.261 1.642
```

The energy relative to the best compared isomer or geometry (same formula, charge and spin) comes out at 111.9 kcal per mole. The calculation puts the HOMO-LUMO gap (spin up / spin down) at 7.3 / 7.2 eV. Its spin multiplicity is 1. The value obtained for the HOMO energy (spin up / spin down) is -7.20 / -7.13 eV.

(2)
DFT (ωB97M-V/def2-TZVPD) results for C6H10 as an isolated structure.

Geometry as XYZ:
```
16
C6H10 | OMol25 | ωB97M-V/def2-TZVPD
C 0.291 0.847 0.968
C 1.162 1.066 -0.102
C 0.372 -0.509 -1.505
C -0.941 -0.615 -1.084
C -1.212 -0.582 0.301
C -0.060 -0.609 1.304
H -0.981 0.771 0.370
H 0.003 1.624 1.673
H 2.061 0.471 -0.196
H 1.239 2.072 -0.511
H 1.124 -1.133 -1.037
H 0.591 -0.253 -2.540
H -1.753 -0.325 -1.750
H -2.223 -0.750 0.674
H 0.741 -1.328 1.105
H -0.413 -0.747 2.329
```

The energy relative to the best compared isomer or geometry (same formula, charge and spin) comes out at 92.1 kcal per mole. The calculation puts the HOMO-LUMO gap at 9.3 eV. Its spin multiplicity is 1. The value obtained for the HOMO energy is -8.12 eV.

(3)
DFT (ωB97M-V/def2-TZVPD) results for one molecule with the formula C6H10.

Geometry as XYZ:
```
16
C6H10 | OMol25 | ωB97M-V/def2-TZVPD
C 0.539 -1.571 -1.692
C 0.091 -0.539 -1.263
C -0.138 0.607 -0.379
C 0.765 1.799 -0.840
C 0.064 -0.085 1.006
C -1.087 -1.061 1.333
H 0.985 -2.516 -1.878
H -1.174 0.970 -0.402
H 1.618 1.996 -0.184
H 1.174 1.603 -1.839
H 0.190 2.731 -0.920
H 0.147 0.655 1.804
H 1.000 -0.661 0.969
H -2.066 -0.611 1.130
H -1.039 -1.996 0.759
H -1.069 -1.321 2.397
```

The energy relative to the best compared isomer or geometry (same formula, charge and spin) comes out at 44.8 kcal per mole. The structure (SMILES) is C#C[C@H](C)CC. The calculation puts the HOMO-LUMO gap at 11.0 eV. Its spin multiplicity is 1. The value obtained for the HOMO energy is -9.77 eV.

(4)
DFT (ωB97M-V/def2-TZVPD) results for one molecule with the formula C6H10 at a distorted geometry.

Geometry as XYZ:
```
16
C6H10 | OMol25 | ωB97M-V/def2-TZVPD
C -1.217 1.479 -0.062
C -0.571 0.335 0.704
C -0.814 -1.078 0.144
C 0.675 -1.292 -0.020
C 1.374 -0.233 -0.852
C 1.122 0.009 0.565
H -2.244 1.744 0.246
H -0.609 2.372 0.066
H -1.283 1.253 -1.141
H -0.069 0.508 1.633
H -1.316 -1.816 0.778
H -1.337 -1.063 -0.825
H 1.147 -2.252 0.128
H 0.816 0.394 -1.543
H 2.391 -0.460 -1.140
H 1.936 0.100 1.318
```

The energy relative to the best compared isomer or geometry (same formula, charge and spin) comes out at 74.1 kcal per mole. The structure (SMILES) is C[C@H]1C[C@H]2C[C@H]21. The calculation puts the HOMO-LUMO gap at 10.0 eV. Its spin multiplicity is 1. The value obtained for the HOMO energy is -8.76 eV.

(5)
DFT (ωB97M-V/def2-TZVPD) results for one molecule with the formula C6H10.

Geometry as XYZ:
```
16
C6H10 | OMol25 | ωB97M-V/def2-TZVPD
C -2.060 0.190 0.788
C -1.595 1.263 0.143
C -0.303 1.469 -0.535
C 0.659 0.600 -0.877
C 0.734 -0.885 -0.664
C 1.586 -1.244 0.563
H -1.498 -0.732 0.900
H -3.048 0.209 1.240
H -2.242 2.142 0.121
H -0.120 2.509 -0.805
H 1.534 1.028 -1.369
H 1.189 -1.339 -1.554
H -0.265 -1.320 -0.571
H 1.106 -0.908 1.488
H 2.567 -0.759 0.510
H 1.750 -2.326 0.630
```

The energy relative to the best compared isomer or geometry (same formula, charge and spin) comes out at 22.6 kcal per mole. The structure (SMILES) is C=C/C=C\CC. The calculation puts the HOMO-LUMO gap at 9.6 eV. Its spin multiplicity is 1. The value obtained for the HOMO energy is -8.71 eV.

(6)
DFT (ωB97M-V/def2-TZVPD) results for C6H10 as an isolated structure at a distorted geometry.

Geometry as XYZ:
```
16
C6H10 | OMol25 | ωB97M-V/def2-TZVPD
C 0.900 0.647 -0.981
C 1.835 -0.187 -0.117
C -1.593 -1.374 0.642
C 0.041 1.940 -0.228
C -1.712 0.099 0.373
C -0.731 0.946 0.153
H 0.658 2.456 0.505
H 1.477 1.347 -1.589
H 0.325 0.060 -1.692
H -2.698 0.536 0.491
H 2.323 0.433 0.636
H 1.308 -0.992 0.392
H 2.619 -0.625 -0.735
H -1.156 -1.904 -0.203
H -1.003 -1.594 1.530
H -2.590 -1.790 0.823
```

The energy relative to the best compared isomer or geometry (same formula, charge and spin) comes out at 91.5 kcal per mole. The calculation puts the HOMO-LUMO gap at 8.6 eV. Its spin multiplicity is 1. The value obtained for the HOMO energy is -7.69 eV.

(7)
DFT (ωB97M-V/def2-TZVPD) results for one molecule with the formula C6H10 at a distorted geometry.

Geometry as XYZ:
```
16
C6H10 | OMol25 | ωB97M-V/def2-TZVPD
C -1.160 1.952 -0.236
C -0.774 0.838 -0.526
C -0.469 -0.542 -0.451
C -1.764 -1.413 -0.211
C 0.752 0.003 0.663
C 2.021 0.549 -0.045
H -0.957 2.681 0.516
H 0.171 -1.041 -1.181
H -1.837 -1.750 0.822
H -2.674 -0.827 -0.423
H -1.821 -2.311 -0.852
H 0.957 -0.916 1.173
H 0.456 0.749 1.429
H 2.189 0.033 -0.995
H 2.003 1.628 -0.265
H 2.906 0.369 0.582
```

The energy relative to the best compared isomer or geometry (same formula, charge and spin) comes out at 84.8 kcal per mole. The structure (SMILES) is C#C[C@H](C)CC. The calculation puts the HOMO-LUMO gap at 9.9 eV. Its spin multiplicity is 1. The value obtained for the HOMO energy is -8.77 eV.

(8)
DFT (ωB97M-V/def2-TZVPD) results for a 2-piece molecular cluster, C6H10 overall.

Geometry as XYZ:
```
16
C6H10 | OMol25 | ωB97M-V/def2-TZVPD
C 1.271 -1.361 -1.422
C 0.576 -0.284 -1.186
C -0.140 0.762 -0.856
C -0.444 1.978 -1.686
H 2.335 -1.417 -1.199
H 0.819 -2.250 -1.856
H -0.562 0.744 0.151
H 0.006 1.930 -2.681
H -1.527 2.098 -1.802
H -0.079 2.881 -1.183
C -0.688 -0.389 2.651
C -0.063 -1.309 1.927
H -0.146 0.372 3.205
H -1.772 -0.353 2.724
H -0.604 -2.062 1.365
H 1.018 -1.339 1.848
```

The energy relative to the best compared isomer or geometry (same formula, charge and spin) comes out at 56.1 kcal per mole. The structure (SMILES) is C=C=CC.C=C. The calculation puts the HOMO-LUMO gap at 10.4 eV. Its spin multiplicity is 1. The value obtained for the HOMO energy is -9.33 eV.

(9)
DFT (ωB97M-V/def2-TZVPD) results for an isolated ion of composition C6H10BClNO3 and charge +1 at a distorted geometry.

Geometry as XYZ:
```
22
C6H10BClNO3 | OMol25 | ωB97M-V/def2-TZVPD
B -0.149 1.335 -0.923
C -2.047 -1.488 0.693
C -1.729 -0.562 1.750
C -1.305 -1.914 -0.294
C -0.712 0.231 1.510
C 0.150 0.116 0.185
C 2.600 0.426 0.066
N 0.058 -1.216 -0.465
O -0.631 2.468 -0.385
O 0.135 1.048 -2.272
O 1.508 -0.019 0.731
Cl -0.140 1.289 2.630
H -3.137 -1.917 0.884
H -2.260 -0.692 2.644
H -1.363 -2.785 -0.986
H 2.778 0.043 -0.941
H 3.459 0.166 0.664
H 2.610 1.481 -0.113
H 0.762 -1.757 -0.043
H 0.174 -1.180 -1.472
H -0.757 3.224 -0.975
H -0.002 1.702 -2.889
```

The energy relative to the best compared isomer or geometry (same formula, charge and spin) comes out at 35.2 kcal per mole. Its charge is +1. The calculation puts the HOMO-LUMO gap (spin up / spin down) at 6.9 / 7.7 eV. Its spin multiplicity is 3. The value obtained for the HOMO energy (spin up / spin down) is -9.79 / -14.28 eV.

(10)
DFT (ωB97M-V/def2-TZVPD) results for one molecule with the formula C6H10BNO at a distorted geometry.

Geometry as XYZ:
```
19
C6H10BNO | OMol25 | ωB97M-V/def2-TZVPD
C 2.170 -1.551 -0.486
B 2.046 0.106 -0.524
O 2.989 0.902 -0.210
C 0.351 0.796 -0.577
C 0.148 1.073 0.850
C -1.020 0.501 1.261
C -1.744 0.065 0.047
C -3.108 -0.384 0.008
N -1.012 0.272 -1.025
H 2.961 -1.925 -1.160
H 1.224 -1.991 -0.800
H 2.496 -1.733 0.558
H 2.981 1.925 -0.332
H 0.370 1.721 -1.103
H 0.954 1.390 1.458
H -1.445 0.505 2.190
H -3.262 -0.971 -0.987
H -3.178 -1.043 0.905
H -3.921 0.344 -0.073
```

The energy relative to the best compared isomer or geometry (same formula, charge and spin) comes out at 51.4 kcal per mole. The structure (SMILES) is CB(O)[C@@H]1C=CC(C)=N1. The calculation puts the HOMO-LUMO gap at 9.3 eV. Its spin multiplicity is 1. The value obtained for the HOMO energy is -9.02 eV.

(11)
DFT (ωB97M-V/def2-TZVPD) results for one molecule with the formula C6H10BNO2 at a distorted geometry.

Geometry as XYZ:
```
20
C6H10BNO2 | OMol25 | ωB97M-V/def2-TZVPD
C 1.527 1.394 -1.488
C 0.436 1.666 -0.828
C -0.105 0.901 0.323
B -0.324 1.407 1.715
O 0.000 2.728 1.989
C -0.089 -0.510 0.210
N 0.021 -1.104 -1.072
C -0.728 -0.736 -2.053
O -0.171 -1.289 1.266
C -0.329 -2.673 1.191
H 1.857 2.037 -2.268
H 1.849 0.371 -1.430
H -0.190 2.500 -1.031
H -0.799 0.610 2.260
H 0.089 2.971 2.904
H -0.536 -1.003 -3.143
H -1.506 0.029 -1.859
H 0.700 -3.244 1.206
H -0.784 -2.864 0.134
H -0.918 -3.193 1.975
```

The energy relative to the best compared isomer or geometry (same formula, charge and spin) comes out at 104.5 kcal per mole. The structure (SMILES) is C=C/C(BO)=C(\N=C)OC. The calculation puts the HOMO-LUMO gap at 8.0 eV. Its spin multiplicity is 1. The value obtained for the HOMO energy is -7.87 eV.

(12)
DFT (ωB97M-V/def2-TZVPD) results for a 2-piece molecular cluster, C6H10BNO3 overall at a distorted geometry.

Geometry as XYZ:
```
21
C6H10BNO3 | OMol25 | ωB97M-V/def2-TZVPD
C -3.773 -1.995 0.151
C -2.762 -1.182 -0.099
C -1.319 -1.342 -0.039
C -0.503 -0.279 0.004
B -0.749 1.249 -0.039
O 0.306 1.983 -0.433
O -1.938 1.907 0.217
H -4.753 -1.802 -0.031
H -3.547 -2.908 0.623
H -3.212 -0.299 -0.465
H -1.108 -2.420 0.079
H 0.474 -0.656 -0.070
H 0.326 2.863 0.028
H -1.856 2.785 0.424
C 3.613 1.171 0.017
O 3.738 -0.152 0.599
C 3.344 -1.188 -0.015
N 2.983 -2.162 -0.487
H 2.560 1.558 -0.305
H 4.164 1.086 -0.839
H 4.012 1.782 0.683
```

The energy relative to the best compared isomer or geometry (same formula, charge and spin) comes out at 46.3 kcal per mole. The structure (SMILES) is C=C/C=C\B(O)O.COC#N. The calculation puts the HOMO-LUMO gap at 9.0 eV. Its spin multiplicity is 1. The value obtained for the HOMO energy is -8.94 eV.

(13)
DFT (ωB97M-V/def2-TZVPD) results for one molecule with the formula C6H10BNO4 at a distorted geometry.

Geometry as XYZ:
```
22
C6H10BNO4 | OMol25 | ωB97M-V/def2-TZVPD
O -2.578 -1.072 -1.800
C -1.469 -0.743 -1.494
C -1.313 0.736 -0.981
N -0.592 0.786 0.386
C 0.689 1.623 0.387
C 1.907 0.878 -0.245
O 1.606 0.114 -1.352
B 0.974 -1.076 -0.910
O 1.127 -1.436 0.440
C -0.102 -1.675 0.964
C -0.772 -0.359 1.370
O -0.336 -1.460 -1.425
H -2.357 1.222 -0.817
H -0.600 1.287 -1.698
H 0.934 1.982 1.438
H 0.446 2.415 -0.270
H 2.414 0.221 0.465
H 2.644 1.598 -0.552
H -0.673 -2.147 0.169
H -0.018 -2.375 1.863
H -1.764 -0.498 1.838
H -0.167 -0.022 2.223
```

The structure (SMILES) is O=C1CN2CCOB(OCC2)O1. The calculation puts the HOMO-LUMO gap at 9.0 eV. Its spin multiplicity is 1. The value obtained for the HOMO energy is -8.74 eV.

(14)
DFT (ωB97M-V/def2-TZVPD) results for an isolated ion of composition C6H10BrN4 and charge +1 at a distorted geometry.

Geometry as XYZ:
```
21
C6H10BrN4 | OMol25 | ωB97M-V/def2-TZVPD
C -0.696 -1.743 -0.584
C -1.564 1.051 1.061
C 1.216 -1.803 0.670
C -0.425 -0.356 -0.950
C 0.520 0.420 -0.065
C 1.029 1.610 -0.951
N 0.043 -2.387 0.184
N 1.526 -0.439 0.291
N -2.254 0.408 0.190
N -0.238 1.068 1.009
Br -3.941 0.223 -0.197
H -1.672 -2.115 -0.961
H -1.933 1.794 1.702
H 1.110 -1.909 1.739
H 2.111 -2.470 0.673
H -0.870 0.003 -1.954
H 1.743 1.142 -1.725
H 1.575 2.336 -0.431
H 0.116 2.143 -1.351
H 2.440 -0.285 -0.208
H 0.165 1.310 1.857
```

The energy relative to the best compared isomer or geometry (same formula, charge and spin) comes out at 75.5 kcal per mole. Its charge is +1. The calculation puts the HOMO-LUMO gap at 7.4 eV. Its spin multiplicity is 1. The value obtained for the HOMO energy is -13.14 eV.

(15)
DFT (ωB97M-V/def2-TZVPD) results for a 2-piece molecular cluster, C6H10BrNO2 overall at a distorted geometry.

Geometry as XYZ:
```
20
C6H10BrNO2 | OMol25 | ωB97M-V/def2-TZVPD
C -2.185 -0.032 -0.976
C -1.077 -0.154 0.075
C -0.990 -1.368 0.979
Br -1.640 1.398 1.413
C 0.241 0.350 -0.506
O 0.144 1.424 -1.346
C 1.304 -0.434 -0.574
N 2.245 -1.211 -0.598
H -2.750 0.929 -1.073
H -1.866 -0.384 -1.964
H -2.949 -0.755 -0.655
H -0.346 -1.282 1.869
H -0.661 -2.287 0.470
H -2.008 -1.625 1.312
H 0.328 1.257 -2.274
H 3.107 -1.325 0.007
C 2.213 1.291 0.971
O 2.911 0.360 1.274
H 1.627 2.023 1.567
H 2.353 1.826 0.029
```

The energy relative to the best compared isomer or geometry (same formula, charge and spin) comes out at 76.7 kcal per mole. The structure (SMILES) is CC(C)(Br)C(O)=C=N.C=O. The calculation puts the HOMO-LUMO gap at 8.9 eV. Its spin multiplicity is 1. The value obtained for the HOMO energy is -8.56 eV.

Values of E_tot, in order: -6379.0091, -6379.8648, -6381.9170, -6380.6446, -6382.8788, -6379.8900, -6380.1815, -6381.4252, -27206.0233, -10597.3374, -12642.8622, -14691.8730, -16741.1411, -82376.1423, -82008.1667, all in eV.